# 1
Entry from the Open Molecules 2025 dataset: a molecular structure, C34H23CoN7O5S3 in a non-equilibrium geometry (wB97M-V/def2-TZVPD).

Atoms and positions in Å:
Co 1.353 0.256 0.875
N -3.527 9.290 0.980
C -2.986 8.274 0.972
C -2.307 7.023 0.962
C -1.046 6.901 1.553
C -0.392 5.688 1.554
C -0.952 4.560 0.944
C -2.205 4.700 0.338
C -2.881 5.902 0.358
C -0.247 3.267 0.942
C 0.133 2.727 2.183
C -0.165 3.262 3.467
C 0.394 2.397 4.383
C 0.988 1.365 3.637
N 0.824 1.539 2.326
C 0.006 2.652 -0.291
C -0.274 3.199 -1.575
C 0.208 2.296 -2.495
C 0.780 1.246 -1.756
N 0.670 1.447 -0.444
H -0.587 7.776 1.995
H 0.589 5.607 2.002
H -2.656 3.834 -0.127
H -3.862 5.988 -0.091
H -0.736 4.151 3.674
H 0.370 2.479 5.459
H 1.531 0.522 4.033
H -0.757 4.142 -1.772
H 0.177 2.374 -3.571
H 1.269 0.365 -2.145
S 4.502 -0.627 2.571
C 3.040 -1.394 2.754
N 1.841 -1.075 2.245
C 0.812 -1.839 2.782
C -0.555 -1.659 2.553
C -1.463 -2.531 3.129
C -1.045 -3.567 3.960
C 0.302 -3.725 4.247
C 1.211 -2.860 3.657
S 2.936 -2.801 3.851
H -0.892 -0.840 1.934
H -2.518 -2.407 2.920
H -1.773 -4.244 4.390
H 0.646 -4.496 4.926
O -4.578 -3.959 -4.737
S -3.911 -5.055 -5.413
O -3.694 -4.846 -6.837
O -4.402 -6.378 -5.055
C -2.204 -5.092 -4.741
N -1.419 -6.024 -5.282
C -0.183 -6.082 -4.803
C 0.271 -5.252 -3.794
C -0.627 -4.315 -3.289
N -1.867 -4.241 -3.790
C -0.277 -3.370 -2.215
C -1.081 -2.259 -1.958
C -0.716 -1.373 -0.966
N 0.373 -1.515 -0.201
C 1.119 -2.596 -0.421
C 0.842 -3.531 -1.399
H 0.465 -6.826 -5.256
H 1.287 -5.321 -3.432
H -1.976 -2.113 -2.547
H -1.329 -0.503 -0.763
H 1.985 -2.723 0.216
H 1.498 -4.383 -1.510
C 4.743 1.451 -1.045
O 3.600 1.326 -0.198
C 2.949 0.130 -0.186
O 3.301 -0.788 -0.914
H 4.470 2.045 -1.920
H 5.087 0.465 -1.353
H 5.521 1.965 -0.480

Output
- Total charge: -2
- HOMO level (alpha / beta): -2.84 / -3.03 eV
- Orbital gap (alpha / beta): 0.203 / 0.210 Eh
- Multiplicity: 2
- Expectation value of S²: 0.76

These are the Löwdin partial charges, in e, on atoms 1 to 8: atom 1 (Co): 0.4509, atom 2 (N): 0.1390, atom 3 (C): -0.1991, atom 4 (C): -0.2409, atom 5 (C): -0.0221, atom 6 (C): -0.0152, atom 7 (C): -0.1607, atom 8 (C): -0.0149

=====

# 2
Entry from the Open Molecules 2025 dataset: a molecular structure, C34H23HfIN4O9S in a non-equilibrium geometry (wB97M-V/def2-TZVPD).

Atoms and positions in Å:
Hf 0.255 0.146 0.691
O 4.611 3.061 2.215
C 3.590 3.927 2.236
C 3.860 5.263 2.540
C 2.846 6.196 2.580
C 1.532 5.825 2.321
C 1.251 4.515 2.005
C 2.265 3.554 1.942
C 1.884 2.199 1.537
O 0.690 2.004 1.088
N 2.780 1.241 1.629
N 2.338 0.016 1.202
C 3.109 -1.000 1.411
C 2.773 -2.334 1.014
C 3.686 -3.378 1.244
C 3.391 -4.676 0.906
C 2.159 -4.974 0.326
C 1.240 -3.977 0.094
C 1.514 -2.636 0.421
O 0.617 -1.717 0.150
H 4.244 2.167 2.038
H 4.882 5.537 2.746
H 3.085 7.220 2.826
H 0.736 6.552 2.366
H 0.242 4.192 1.798
H 4.059 -0.846 1.926
H 4.641 -3.142 1.695
H 4.104 -5.465 1.088
H 1.927 -5.995 0.060
H 0.277 -4.195 -0.349
O -3.349 1.882 5.206
C -2.705 1.428 4.292
C -3.032 1.555 2.810
O -4.037 2.041 2.330
C -1.894 0.944 2.124
C -1.015 0.342 3.032
O 0.009 -0.340 2.590
C -1.403 0.641 4.413
O -0.832 0.363 5.447
O -1.638 0.886 0.845
O -0.557 -0.034 -1.243
S -1.959 0.218 -1.727
C -1.941 -0.810 -3.235
C -2.761 -0.530 -4.314
C -2.671 -1.317 -5.451
C -1.760 -2.358 -5.508
C -0.932 -2.620 -4.429
C -1.025 -1.847 -3.286
C -3.040 -0.895 -0.806
C -4.382 -0.870 -1.144
C -5.274 -1.674 -0.458
C -4.823 -2.473 0.578
C -3.482 -2.472 0.924
C -2.577 -1.681 0.234
H -3.449 0.300 -4.274
H -3.309 -1.110 -6.294
H -1.693 -2.965 -6.397
H -0.217 -3.426 -4.477
H -0.391 -2.025 -2.430
H -4.719 -0.219 -1.935
H -6.317 -1.662 -0.729
H -5.520 -3.097 1.114
H -3.136 -3.085 1.741
H -1.527 -1.677 0.514
I -0.237 2.206 -4.798
C 0.943 1.481 -3.251
C 1.709 0.337 -3.279
N 2.202 0.191 -2.038
N 1.800 1.165 -1.218
C 1.042 1.971 -1.943
H 1.916 -0.343 -4.080
H 2.795 -0.548 -1.689
H 0.602 2.849 -1.507

Output
- Energy above the lowest of the compared OMol25 structures with the same formula, charge and spin: 1.847 eV
- HOMO level: -8.26 eV
- Orbital gap: 0.277 Eh
- Multiplicity: 1

These are the Löwdin partial charges, in e, on atoms 1 to 8: atom 1 (Hf): 1.5608, atom 2 (O): 0.0649, atom 3 (C): -0.2636, atom 4 (C): -0.0109, atom 5 (C): -0.0754, atom 6 (C): -0.0866, atom 7 (C): -0.0181, atom 8 (C): -0.0725

=====

# 3
Entry from the Open Molecules 2025 dataset: 2 unconnected molecules or ions with the total composition C34H23N2O in a non-equilibrium geometry (wB97M-V/def2-TZVPD).

Atoms and positions in Å:
C 6.262 -1.211 1.427
C 5.433 -1.867 0.538
C 4.080 -1.614 0.536
C 3.528 -0.690 1.421
C 2.080 -0.418 1.421
C 1.179 -1.434 1.403
C -0.235 -1.202 1.404
C -1.118 -2.250 1.536
C -2.565 -2.136 1.495
C -3.207 -1.303 0.570
C -4.571 -1.142 0.584
C -5.336 -1.819 1.514
C -4.729 -2.672 2.417
C -3.363 -2.835 2.411
C -0.686 0.155 1.358
C 0.162 1.210 1.376
C -0.384 2.578 1.380
C -1.418 2.939 0.517
C -1.956 4.205 0.550
C -1.477 5.137 1.448
C -0.449 4.799 2.305
C 0.095 3.535 2.270
C 1.610 0.975 1.457
O 2.389 1.908 1.549
C 4.382 -0.019 2.293
C 5.733 -0.280 2.298
H 7.321 -1.414 1.435
H 5.853 -2.570 -0.161
H 3.443 -2.101 -0.182
H 1.531 -2.450 1.399
H -0.706 -3.218 1.760
H -2.622 -0.793 -0.175
H -5.044 -0.474 -0.118
H -6.406 -1.689 1.533
H -5.326 -3.195 3.147
H -2.887 -3.470 3.138
H -1.739 0.357 1.388
H -1.783 2.220 -0.194
H -2.746 4.470 -0.134
H -1.899 6.129 1.473
H -0.065 5.527 2.999
H 0.903 3.265 2.930
H 3.968 0.736 2.941
H 6.379 0.252 2.978
C -1.916 -0.546 -3.210
C -2.587 -1.726 -3.285
N -3.123 -2.768 -3.377
C -0.633 -0.405 -3.831
C 0.113 0.773 -3.689
C 1.362 0.883 -4.247
C 1.900 -0.170 -4.966
C 1.169 -1.332 -5.137
C -0.080 -1.451 -4.580
C -2.433 0.471 -2.473
N -2.829 1.366 -1.823
H -0.304 1.585 -3.118
H 1.927 1.790 -4.109
H 2.888 -0.087 -5.390
H 1.579 -2.156 -5.697
H -0.649 -2.356 -4.704

Output
- Total charge: -1
- Energy above the lowest of the compared OMol25 structures with the same formula, charge and spin: 0.558 eV
- HOMO level: -3.72 eV
- Orbital gap: 0.183 Eh
- Multiplicity: 1

These are the Löwdin partial charges, in e, on atoms 1 to 8: atom 1 (C): -0.1052, atom 2 (C): -0.0933, atom 3 (C): -0.0314, atom 4 (C): -0.1699, atom 5 (C): -0.0812, atom 6 (C): 0.0389, atom 7 (C): -0.1900, atom 8 (C): 0.0541

=====

no.,calculated total energy (Ha)
1,-4646.42940
2,-2949.67692
3,-1494.22845